Entry 1:
Here is a cluster of 4 separate species, H8O4 in total from OMol25. Energies are from the ωB97M-V functional and the def2-TZVPD basis.

As for the max |F|: 0.48 eV/Å. As for the SMILES: O.O.O.O. As for the net charge: 0. The value obtained for the lowest unoccupied orbital energy is 0.49 eV. The energy relative to the best compared isomer or geometry (same formula, charge and spin) is 20.32 kcal/mol. As for the HOMO-LUMO gap: 11.8 eV. The value obtained for the highest occupied orbital energy is -11.318 eV.

Geometry as XYZ:
```
12
H8O4 the ωB97M-V functional and the def2-TZVPD basis
O 6.87 -4.34 -6.77
H 6.51 -5.11 -6.33
H 6.25 -3.64 -6.57
O 8.51 -4.57 -3.02
H 8.54 -4.10 -2.18
H 8.89 -3.96 -3.65
O 5.73 -6.74 -4.65
H 6.15 -7.60 -4.58
H 6.32 -6.15 -4.18
O 3.12 -6.25 -7.39
H 3.66 -6.30 -6.60
H 3.05 -5.31 -7.58
```

Entry 2:
Here is a cluster of 2 separate species, C5H8O2 in total in a non-equilibrium geometry from OMol25. Energies are from the ωB97M-V functional and the def2-TZVPD basis.

As for the max |F|: 5.70 eV/Å. As for the net charge: 0. The value obtained for the lowest unoccupied orbital energy is 0.87 eV. The energy relative to the best compared isomer or geometry (same formula, charge and spin) is 219.94 kcal/mol. As for the HOMO-LUMO gap: 9.2 eV. The value obtained for the highest occupied orbital energy is -8.320 eV.

Geometry as XYZ:
```
15
C5H8O2 the ωB97M-V functional and the def2-TZVPD basis
C 0.90 -0.44 -2.15
C -0.08 0.16 -1.06
C -0.19 -0.54 1.24
C -0.46 0.38 2.35
C -0.44 1.00 1.03
H 0.58 0.15 -3.46
H 0.27 -1.62 -2.08
H 1.98 -0.56 -1.64
H -0.90 0.67 -1.39
H 0.93 -0.93 1.12
H -1.46 0.32 2.80
H 0.37 0.48 2.87
H -1.50 0.95 0.50
O -0.57 -1.02 -0.06
O 0.58 1.00 -0.09
```

Entry 3:
Here is a structure of composition C8H22AsF6KN2O2 in a non-equilibrium geometry from OMol25. Energies are from the ωB97M-V functional and the def2-TZVPD basis.

As for the max |F|: 4.68 eV/Å. Its expectation value of S² is 0.756. As for the spin multiplicity: 2. As for the net charge: +1. The value obtained for the lowest unoccupied orbital energy (spin up / spin down) is -3.11 / -9.11 eV. The energy relative to the best compared isomer or geometry (same formula, charge and spin) is 0.00 kcal/mol. As for the HOMO-LUMO gap (spin up / spin down): 10.0 / 4.0 eV. The value obtained for the highest occupied orbital energy (spin up / spin down) is -13.130 / -13.127 eV.

Geometry as XYZ:
```
42
C8H22AsF6KN2O2 the ωB97M-V functional and the def2-TZVPD basis
K 1.05 0.41 1.65
As 2.51 3.31 -0.32
F 3.72 3.60 -1.59
F 3.56 1.99 0.33
F 1.29 2.91 0.98
F 1.55 4.70 -0.80
F 1.60 2.28 -1.37
F 3.50 4.34 0.76
C -0.60 -1.35 -0.96
C 0.87 -1.84 -1.23
C 0.84 -2.46 -2.67
O 2.16 -2.86 -2.99
C 2.31 -3.59 -4.17
N 1.78 -0.77 -0.95
H -0.71 -1.19 0.11
H -1.28 -2.18 -1.17
H -0.86 -0.43 -1.48
H 1.20 -2.61 -0.53
H 0.84 -1.53 -3.25
H 0.08 -3.17 -2.97
H 1.76 -3.04 -4.94
H 1.87 -4.58 -4.11
H 3.37 -3.58 -4.42
H 2.72 -0.96 -1.25
H 1.44 0.09 -1.38
C -3.27 -0.36 3.80
C -2.22 -0.12 2.83
C -2.38 1.13 1.90
O -1.53 1.11 0.67
C -1.59 2.33 -0.07
N -0.91 -0.15 3.59
H -3.10 -1.18 4.49
H -4.06 -0.60 3.08
H -3.49 0.58 4.31
H -1.96 -1.01 2.26
H -2.19 1.95 2.59
H -3.45 1.18 1.71
H -1.51 3.22 0.56
H -2.42 2.43 -0.77
H -0.70 2.31 -0.70
H -0.90 0.62 4.25
H -0.88 -0.93 4.23
```

Entry 4:
Here is the molecule C2H5FN4 in a non-equilibrium geometry from OMol25. Energies are from the ωB97M-V functional and the def2-TZVPD basis.

As for the max |F|: 5.81 eV/Å. As for the net charge: 0. The value obtained for the lowest unoccupied orbital energy is 0.50 eV. The energy relative to the best compared isomer or geometry (same formula, charge and spin) is 44.99 kcal/mol. As for the HOMO-LUMO gap: 8.8 eV. The value obtained for the highest occupied orbital energy is -8.264 eV.

Geometry as XYZ:
```
12
C2H5FN4 the ωB97M-V functional and the def2-TZVPD basis
C 0.63 0.56 -0.13
C -0.31 -0.57 -0.15
N 1.91 0.28 -0.57
N 2.86 0.80 -0.13
N 0.78 1.20 1.18
N 1.86 1.89 1.26
F 2.50 1.57 2.52
H 0.13 1.40 -0.83
H -1.18 -0.27 0.48
H 0.27 -1.34 0.39
H -0.61 -1.04 -1.13
H 0.73 0.41 1.97
```

Entry 5:
Here is the molecule C21H30N4O3S in a non-equilibrium geometry from OMol25. Energies are from the ωB97M-V functional and the def2-TZVPD basis.

As for the max |F|: 1.21 eV/Å. As for the SMILES: CC(C)CCNC(=O)c1onc(CSc2ccncc2)c1C(=O)NCCC(C)C. As for the net charge: 0. The value obtained for the lowest unoccupied orbital energy is -0.18 eV. The energy relative to the best compared isomer or geometry (same formula, charge and spin) is 31.34 kcal/mol. As for the HOMO-LUMO gap: 8.3 eV. The value obtained for the highest occupied orbital energy is -8.517 eV.

Geometry as XYZ:
```
59
C21H30N4O3S the ωB97M-V functional and the def2-TZVPD basis
C 5.55 2.36 -0.75
C 4.80 3.58 -0.21
C 5.64 4.27 0.87
C 3.44 3.19 0.37
C 2.46 2.66 -0.68
N 1.15 2.43 -0.11
C 0.61 1.21 0.00
O 1.14 0.19 -0.42
C -0.71 1.22 0.68
O -1.09 2.39 1.22
N -2.29 2.25 1.82
C -2.67 1.02 1.66
C -3.97 0.54 2.21
S -5.33 1.66 1.74
C -5.21 1.70 -0.02
C -4.63 0.69 -0.78
C -4.58 0.86 -2.15
N -5.06 1.91 -2.79
C -5.64 2.86 -2.06
C -5.74 2.80 -0.69
C -1.69 0.27 0.93
C -1.84 -1.16 0.56
O -2.88 -1.76 0.80
N -0.78 -1.72 -0.05
C -0.76 -3.11 -0.44
C 0.44 -3.82 0.18
C 0.63 -5.25 -0.34
C -0.52 -6.15 0.10
C 1.96 -5.81 0.17
H 5.02 1.91 -1.59
H 6.54 2.65 -1.09
H 5.66 1.61 0.03
H 4.64 4.28 -1.03
H 6.60 4.57 0.47
H 5.81 3.59 1.70
H 5.13 5.15 1.25
H 3.57 2.43 1.15
H 2.99 4.07 0.84
H 2.38 3.38 -1.50
H 2.80 1.70 -1.08
H 0.67 3.22 0.29
H -3.96 0.59 3.30
H -4.17 -0.48 1.88
H -4.25 -0.21 -0.34
H -4.12 0.10 -2.78
H -6.03 3.70 -2.62
H -6.21 3.60 -0.13
H 0.05 -1.16 -0.23
H -0.70 -3.17 -1.53
H -1.70 -3.55 -0.11
H 0.33 -3.83 1.26
H 1.34 -3.23 -0.06
H 0.66 -5.22 -1.43
H -0.61 -6.16 1.18
H -1.46 -5.83 -0.33
H -0.33 -7.17 -0.23
H 2.12 -6.81 -0.21
H 2.79 -5.18 -0.15
H 1.96 -5.84 1.26
```

Entry 6:
Here is the molecule C4H11NO2 in a non-equilibrium geometry from OMol25. Energies are from the ωB97M-V functional and the def2-TZVPD basis.

As for the max |F|: 1.42 eV/Å. As for the SMILES: C[C@H](O)[C@@H](N)CO. As for the net charge: 0. The value obtained for the lowest unoccupied orbital energy is 0.76 eV. The energy relative to the best compared isomer or geometry (same formula, charge and spin) is 29.34 kcal/mol. As for the HOMO-LUMO gap: 10.4 eV. The value obtained for the highest occupied orbital energy is -9.675 eV.

Geometry as XYZ:
```
18
C4H11NO2 the ωB97M-V functional and the def2-TZVPD basis
C -1.29 1.64 -0.27
C -0.07 0.81 -0.69
O -0.12 0.49 -2.07
C 0.03 -0.47 0.20
N 0.47 -1.71 -0.49
C 1.00 -0.27 1.36
O 0.87 -1.33 2.30
H -1.03 2.69 -0.15
H -1.78 1.22 0.61
H -2.05 1.62 -1.07
H 0.84 1.39 -0.58
H -0.86 -0.11 -2.26
H -0.95 -0.75 0.60
H 1.34 -1.54 -0.99
H -0.20 -1.99 -1.20
H 2.01 -0.16 0.97
H 0.68 0.62 1.91
H 1.09 -2.14 1.82
```